No. 1
DFT (wB97M-V/def2-TZVPD) results for a cluster of 2 separate species, C3H5N3 in total.

The value obtained for the energy above the lowest of the compared OMol25 structures with the same formula, charge and spin is 38.2 kcal/mol. The gap between HOMO and LUMO is 10.99 eV. As for the calculated total energy: -281.5292 Ha. The SMILES is CN=C=N.C#N.

```
! wB97M-V def2-TZVPD RIJCOSX def2/J DEFGRID3
* xyz 0 1
C 0.14808 0.91623 -1.50093
N 0.41797 -0.41479 -0.99403
C 0.86047 -0.77565 0.07197
N 1.16267 -1.25804 1.17175
C -1.67208 -0.23014 1.66919
N -2.28916 0.57361 1.11654
H 0.00752 0.85985 -2.58177
H -0.76880 1.30152 -1.04345
H 0.97164 1.60493 -1.28593
H 2.14274 -1.46644 1.32377
H -1.04989 -0.96542 2.14669
*
```

No. 2
DFT (wB97M-V/def2-TZVPD) results for the molecule C13H16N2O4.

The value obtained for the energy above the lowest of the compared OMol25 structures with the same formula, charge and spin is 76.3 kcal/mol. The gap between HOMO and LUMO is 8.96 eV. As for the calculated total energy: -915.4047 Ha. The SMILES is COc1ccc([C@H](N(C)C)N2C(=O)COC2=O)cc1.

```
! wB97M-V def2-TZVPD RIJCOSX def2/J DEFGRID3
* xyz 0 1
C -3.96230 0.78053 -1.50154
C -2.48300 0.94889 -1.60403
O -1.85052 1.60157 -2.40923
N -1.90339 0.02801 -0.67011
C -2.88849 -0.96153 -0.56227
O -2.65051 -2.11681 -0.24998
O -4.09936 -0.56593 -0.99773
H -4.37962 1.48212 -0.77634
H -4.48056 0.86113 -2.45039
C 2.84956 1.65646 4.26670
O 2.20496 0.39991 4.00674
C 1.62779 0.24216 2.78295
C 0.93484 -0.98145 2.63152
C 0.22414 -1.20456 1.47982
C 0.20257 -0.28583 0.43405
C -0.55306 -0.68545 -0.85324
N 0.23117 -0.66402 -2.02597
C -0.25068 -1.34143 -3.23774
C 1.63134 -0.26135 -2.09183
C 0.91830 0.91945 0.56548
C 1.63841 1.17859 1.73604
H 3.16698 1.62337 5.30363
H 3.71389 1.75811 3.58866
H 2.12497 2.47423 4.09833
H 1.04916 -1.70805 3.43147
H -0.31280 -2.15463 1.36758
H -0.85319 -1.78348 -0.75402
H 0.37012 -1.04904 -4.09375
H -0.21294 -2.43651 -3.14514
H -1.29105 -1.04225 -3.44249
H 2.08142 -0.62497 -3.02907
H 1.74045 0.83638 -2.08666
H 2.23665 -0.65347 -1.25879
H 0.96279 1.64148 -0.24944
H 2.26195 2.08837 1.79679
*
```

Which of these has the highest gap between HOMO and LUMO?
C3H5N3